This record from the OMol25 dataset describes a structure of composition C36H76F21N5O25S7 at a distorted geometry. The level of theory is ωB97M-V/def2-TZVPD.

Results
Orbital gap in eV: 5.44
Lowest unoccupied orbital energy in eV: 1.82
F_max in eV Å⁻¹: 4.71
Charge: -2

Geometry as XYZ:
```
170
Properties=species:S:1:pos:R:3:forces:R:3:lowdin_charge:R:1
C 4.2533 -4.4574 -1.5774 -0.8 -0.9 0.1 -0.0327
C 5.6219 -4.8989 -1.0983 0.2 1.5 -0.9 -0.2987
C 6.2025 -3.9750 -0.0262 -0.3 -0.4 -0.3 -0.1696
O 7.4112 -4.5885 0.4020 -0.6 0.1 0.8 -0.1842
C 7.8438 -4.0758 1.6537 0.9 0.3 0.7 -0.0894
N 5.5356 -6.3398 -0.6664 0.4 1.0 0.8 0.2388
H 6.3611 -6.5761 -0.1102 0.1 0.1 -0.1 0.1608
H 4.7109 -6.4441 -0.0617 -0.7 -0.5 -0.2 0.1292
H 5.4867 -6.8948 -1.5136 -0.4 -0.4 0.3 0.1675
H 3.5425 -4.3984 -0.7481 0.2 0.3 0.2 0.0587
H 3.8110 -5.2728 -2.1606 0.1 0.2 -0.3 0.0900
H 4.2420 -3.5520 -2.1777 0.3 0.1 0.2 0.0957
H 6.3071 -4.9108 -1.9473 0.2 0.0 0.0 0.1520
H 5.4295 -3.7791 0.7270 0.3 -0.6 0.6 0.1485
H 6.4178 -2.9695 -0.3942 -0.2 -0.3 -0.6 0.1038
H 8.9327 -4.0055 1.6424 0.0 -0.1 -0.1 0.0857
H 7.5719 -4.6869 2.5176 -0.3 -0.3 -0.3 0.0925
H 7.4953 -3.0685 1.8930 -0.3 0.0 -0.5 0.0920
C 4.2572 5.7635 -0.9093 -2.0 0.2 0.2 -0.0316
C 4.7969 4.3642 -0.8967 1.3 -0.6 0.0 -0.3016
C 6.3175 4.3331 -0.6424 0.5 1.0 -0.2 -0.1931
O 6.5945 4.5485 0.7229 -0.2 -0.2 -0.1 -0.1792
C 7.9429 4.2984 1.0930 -0.9 -0.8 0.0 -0.0781
N 4.1793 3.4987 0.1464 0.0 -0.1 0.8 0.2202
H 4.2249 3.9063 1.0897 0.2 -0.1 0.0 0.1365
H 3.2005 3.2181 0.0257 0.0 0.3 -0.7 0.1185
H 4.7345 2.6139 0.1759 -0.2 0.0 0.1 0.0890
H 3.2132 5.7492 -1.2433 0.1 -0.2 -0.3 0.0606
H 4.7431 6.4599 -1.5869 0.5 -0.2 0.1 0.0875
H 4.1248 6.1832 0.0913 0.7 0.0 0.1 0.0985
H 4.6838 3.8218 -1.8355 -0.4 0.3 -0.2 0.1497
H 6.7694 5.1734 -1.1905 -0.2 0.0 -0.3 0.1268
H 6.8119 3.4460 -1.0503 -0.3 -0.4 0.4 0.1136
H 7.8496 3.9392 2.1167 0.5 0.3 0.1 0.0967
H 8.5810 5.1774 0.9843 0.0 0.1 0.1 0.0831
H 8.3242 3.4655 0.4941 0.2 0.1 0.0 0.0828
C 1.8598 -1.8650 -0.6645 1.9 1.3 -0.2 -0.0134
N 1.3121 -0.8796 0.3308 -0.6 -1.7 0.5 -0.2763
C 0.7374 -1.7844 1.4161 -0.8 0.9 0.9 0.0251
C 2.4067 -0.0938 1.0167 0.6 -0.3 -1.3 0.0516
C 0.3587 -0.0710 -0.5090 0.4 -0.1 -0.6 -0.1236
C -0.5170 0.9721 0.1313 -1.6 -0.6 -0.3 -0.2046
O -1.2893 0.4842 1.1997 0.7 0.6 1.3 -0.0849
H 2.3233 -1.1961 -1.3882 0.1 -0.5 -0.5 0.0941
H 1.1397 -2.5378 -1.1155 -0.5 0.2 0.3 0.1121
H 2.6672 -2.4359 -0.2114 -0.2 0.0 0.2 0.0851
H 0.5651 -1.1165 2.2572 -0.1 -0.3 0.2 0.1012
H 1.4368 -2.5689 1.6985 0.4 0.3 -0.2 0.0807
H -0.2061 -2.2782 1.1863 0.0 0.4 -0.7 0.1110
H 2.0825 0.5955 1.7901 -0.5 -0.2 0.0 0.1013
H 2.9558 0.4396 0.2416 -0.1 0.1 0.0 0.0828
H 3.0895 -0.8436 1.4090 0.0 0.1 0.3 0.1177
H -0.1380 -0.8148 -1.1340 -0.8 -0.1 1.0 0.0983
H 0.9143 0.4186 -1.3158 0.7 0.3 0.6 0.1096
H -1.2990 1.2116 -0.6041 0.8 0.4 -0.6 0.1066
H -0.0044 1.8963 0.3777 0.2 -0.2 0.3 0.0995
H -2.0152 -0.0306 0.8252 0.1 -0.3 0.0 -0.0025
C -2.3434 1.7640 -2.9863 -1.0 -0.1 -1.0 -0.0036
N -1.9992 0.6827 -3.9736 1.2 1.5 -0.3 -0.2905
C -1.3402 -0.4358 -3.2359 -1.5 0.4 -0.3 0.0183
C -3.2240 0.2757 -4.6985 0.0 -1.1 -0.3 0.0046
C -0.9325 1.2008 -4.9610 0.2 -0.2 -0.9 -0.1366
C -1.3639 2.2643 -5.9269 0.3 0.6 -1.0 -0.2092
O -2.1591 1.6400 -6.9586 -0.5 -0.2 0.2 -0.0879
H -2.8676 2.5003 -3.5980 0.1 0.3 0.3 0.0978
H -1.4420 2.2060 -2.5834 -0.3 -0.3 0.2 0.0510
H -3.0586 1.3637 -2.2692 0.2 -0.1 0.2 0.1009
H -2.1613 -0.7821 -2.6141 0.6 -0.4 0.6 0.0860
H -0.4961 -0.0168 -2.7031 -0.2 0.0 -0.2 0.0844
H -1.0450 -1.1762 -3.9557 0.0 -0.1 0.0 0.0706
H -2.9361 -0.3331 -5.5532 0.2 0.1 0.0 0.1074
H -3.7772 1.1306 -5.0740 0.2 0.2 0.2 0.0977
H -3.8593 -0.3577 -4.0773 0.1 0.2 0.4 0.1041
H -0.5984 0.2933 -5.5833 -1.1 2.7 1.1 0.0134
H -0.0096 1.4449 -4.4045 -1.4 -0.3 -0.7 0.0986
H -0.4808 2.6873 -6.4178 0.5 -0.5 0.3 0.1270
H -1.8325 3.2009 -5.6019 -0.5 -0.3 0.7 0.1104
H -2.2058 2.1582 -7.7648 0.2 0.3 0.2 0.0776
C -9.3986 1.4354 6.1283 -0.8 0.4 0.0 -0.1040
C -9.3312 2.0605 4.7395 0.5 0.8 0.1 -0.2715
C -8.4443 1.3145 3.7538 -0.3 0.2 -0.7 -0.1810
C -8.1240 2.1337 2.4842 0.0 -0.7 2.0 -0.1351
N -7.3471 1.3239 1.4920 0.3 1.8 -1.4 -0.1943
C -7.0797 2.2928 0.3419 0.6 0.5 -1.4 -0.1028
C -7.0101 1.4924 -0.9743 -0.4 0.1 1.2 -0.1206
C -7.8757 0.2606 -0.6475 0.4 0.1 -1.9 -0.1466
C -8.1986 0.2826 0.8313 -0.8 -0.5 -0.5 -0.0907
C -5.9853 0.8160 1.9555 0.3 0.9 1.1 -0.0661
C -5.0610 1.8965 2.5764 0.2 0.0 0.2 -0.2062
C -3.7670 1.2580 3.0888 0.7 -0.5 0.8 -0.0729
H -8.5054 1.6512 6.7116 0.2 -0.4 -0.1 0.0793
H -9.6538 0.3765 6.0983 0.3 -0.1 0.1 0.0767
H -10.2096 1.9280 6.6708 0.0 -0.1 0.1 0.0706
H -8.9644 3.0844 4.8811 0.1 0.0 -0.1 0.1120
H -10.3260 2.1891 4.3047 -0.1 -0.2 0.0 0.1102
H -9.0446 0.4491 3.4593 0.5 -0.4 0.0 0.1199
H -7.4916 1.0190 4.1929 -0.2 -0.2 0.3 0.1162
H -7.5267 2.9916 2.7884 0.1 0.0 -0.3 0.1318
H -9.0603 2.5020 2.0689 0.2 -0.2 -0.5 0.1333
H -6.1746 2.8893 0.4362 0.1 -0.4 0.7 0.1236
H -7.8664 3.0436 0.2758 -0.4 -0.4 0.3 0.1285
H -5.9899 1.2685 -1.2736 0.0 -0.1 0.0 0.1088
H -7.5410 2.0791 -1.7196 0.5 0.1 -0.3 0.1108
H -7.4449 -0.6584 -1.0409 0.3 0.0 0.5 0.1027
H -8.7315 0.4481 -1.2992 -0.6 -0.5 0.7 0.1115
H -8.1237 -0.7131 1.2612 0.3 0.2 0.4 0.1464
H -9.2340 0.6160 0.9049 0.1 0.0 0.5 0.1307
H -5.5047 0.3613 1.0949 -0.1 -0.3 -0.1 0.1272
H -6.1536 0.1122 2.7673 -0.1 -0.5 -0.4 0.1376
H -5.5022 2.3512 3.4677 -0.4 0.0 -0.2 0.1010
H -4.7969 2.7382 1.9351 -0.2 -0.3 -0.4 0.1038
H -3.4251 0.3491 2.5935 -0.3 0.1 -0.3 0.0713
H -3.8484 0.9858 4.1448 -0.3 -0.1 -0.1 0.0844
H -2.9025 1.9212 3.0876 -0.2 0.2 -0.4 0.0826
C 7.6375 -0.3323 -0.7269 -1.6 1.0 1.1 -0.6612
F 7.9217 -1.4802 -1.3269 0.3 -0.1 -0.2 0.1338
F 7.8553 -0.4431 0.5930 0.1 -0.6 0.0 0.1110
F 8.4385 0.6450 -1.1393 0.3 -0.2 -0.5 0.1252
S 5.8401 0.2156 -1.0050 -0.6 1.9 -1.7 0.5082
O 5.9527 0.8870 -2.2974 0.3 -0.5 0.7 -0.3249
O 4.9468 -0.9162 -1.0283 0.5 -0.9 0.5 -0.3146
O 5.5686 1.1590 0.0866 0.6 -0.8 0.0 -0.3333
C 0.9772 -2.7903 -4.5472 -1.0 -0.1 -1.4 -0.6381
F 1.5800 -1.8248 -3.8580 0.1 -0.1 0.2 0.1314
F 1.7842 -3.8462 -4.6634 0.2 0.3 0.1 0.1299
F -0.1124 -3.2077 -3.8659 0.3 0.2 0.1 0.0989
S 0.4373 -2.1273 -6.2595 0.1 -0.7 -1.3 0.5521
O -0.3157 -3.1846 -6.9064 -0.1 0.1 1.0 -0.3189
O -0.3925 -0.9456 -5.9139 1.4 -4.3 -1.2 -0.3409
O 1.6821 -1.8554 -6.9419 -0.1 0.5 0.8 -0.3104
C 0.1705 4.6996 -1.7466 0.6 -0.5 -1.5 -0.6286
F 0.8290 5.2951 -0.7611 -0.6 -0.1 0.3 0.1378
F -1.0216 4.2070 -1.3637 0.5 0.1 0.7 0.1164
F -0.1160 5.6182 -2.6881 0.1 0.2 0.2 0.1056
S 1.2489 3.3635 -2.5659 0.6 -0.6 0.0 0.5394
O 2.2241 4.0529 -3.3797 -0.7 0.3 0.3 -0.2871
O 1.8418 2.5943 -1.4822 -0.2 0.5 0.5 -0.3170
O 0.2513 2.5776 -3.2958 1.2 2.0 1.4 -0.3705
C 1.5560 -3.2171 5.2235 2.0 1.2 0.9 -0.6516
F 2.2339 -2.7534 4.1369 -0.3 -0.4 -0.2 0.0662
F 0.3611 -2.6281 5.1963 -0.4 -0.5 0.0 0.1117
F 1.4518 -4.5358 5.1299 -0.4 -0.1 -0.2 0.1288
S 2.5695 -2.6322 6.7404 -1.1 0.6 0.6 0.4433
O 1.8876 -3.2428 7.8774 0.0 -0.1 -0.5 -0.3765
O 3.9209 -3.1028 6.5420 0.0 -0.2 -0.5 -0.3530
O 2.3780 -1.1911 6.6438 0.2 -0.7 -0.2 -0.3499
C -3.3953 -3.3775 -1.3541 0.9 0.9 1.4 -0.6785
F -2.9627 -2.8942 -2.5202 -0.6 -0.2 -0.4 0.1253
F -4.3798 -4.2500 -1.5009 -0.1 -0.1 -0.6 0.1503
F -2.3532 -3.9807 -0.7889 0.3 -0.6 0.0 0.1239
S -3.9142 -2.0518 -0.1643 -0.7 -0.5 0.4 0.4691
O -4.1391 -2.7811 1.0536 -0.3 -0.1 0.1 -0.2905
O -2.8290 -1.0969 -0.0559 0.1 -0.1 -1.0 -0.3137
O -5.1022 -1.5226 -0.8068 -0.5 0.6 -0.2 -0.3412
C 0.9004 3.2774 3.0713 0.9 1.5 0.6 -0.6415
F 0.9217 3.5534 1.7459 0.0 -0.4 -0.2 0.0739
F -0.0101 4.1397 3.5889 -0.2 -0.7 0.0 0.0876
F 0.5172 2.0236 3.2580 -0.2 0.1 -0.2 0.1396
S 2.5720 3.6662 3.8535 0.7 -0.3 0.2 0.4491
O 2.7669 5.0877 3.6499 -0.4 0.1 -0.3 -0.3470
O 2.4078 3.2621 5.2270 -0.2 0.0 -0.4 -0.3056
O 3.4902 2.8528 3.0553 -0.4 0.0 -0.3 -0.3538
C 0.2110 -6.1226 0.9387 1.1 -0.9 1.7 -0.6785
F -0.4086 -7.3085 0.8557 -0.1 0.0 -0.8 0.1168
F 0.0002 -5.3807 -0.1299 -0.3 0.0 -0.4 0.1382
F -0.3038 -5.5384 2.0221 -0.2 0.6 -0.2 0.1265
S 2.0505 -6.3506 1.2474 0.4 0.8 0.6 0.4763
O 2.5628 -6.8581 -0.0266 0.4 -0.1 -0.4 -0.3744
O 2.4600 -4.9658 1.5012 -0.1 -0.6 -0.3 -0.3481
O 2.2202 -7.2701 2.3550 -0.5 0.4 -0.6 -0.3099
```
Forces are in eV/Å.